No. 1
{
  "formula": "C5H8Cl2N2O",
  "method": "ωB97M-V with the def2-TZVPD basis set",
  "homo_energy_ev": -8.863,
  "energy_ha": -1300.29057,
  "elements": ["C", "C", "C", "C", "C", "N", "N", "O", "Cl", "Cl", "H", "H", "H", "H", "H", "H", "H", "H"],
  "xyz": [[1.615091, -1.123202, -0.462792], [1.392277, 1.806934, 0.070853], [0.444126, 0.704411, 0.141613], [-1.049236, 0.649026, -0.309174], [-1.752401, -0.576729, 0.335447], [1.170362, -1.693329, -1.452227], [0.872707, 1.295838, 1.352933], [-3.147287, -0.412503, 0.154913], [2.578307, -1.656616, 0.844049], [3.031781, 1.336522, -0.525370], [1.097240, 2.785283, -0.024498], [-1.110244, 0.597729, -1.394042], [-1.635267, 1.487988, 0.020589], [-1.577618, -1.612186, -0.044594], [-1.592184, -0.699593, 1.453356], [1.623465, -2.544501, -1.633693], [1.347539, 0.695815, 2.012401], [-3.308666, -1.040889, -0.539759]],
  "atomic_forces_ev_per_a": [[-3.6, 3.4, 1.7], [1.3, -2.9, 1.2], [-0.2, -1.9, -1.1], [1.7, -2.2, 0.8], [-0.1, -0.8, 1.1], [-0.2, 1.1, -0.4], [-0.5, -0.4, -0.8], [-0.4, 0.1, 0.0], [0.5, -0.3, 0.2], [-0.5, 1.2, 0.3], [-0.1, 2.2, -0.9], [0.1, -0.1, -0.1], [0.2, 0.7, 0.3], [1.0, 1.0, -0.2], [0.2, 0.7, -1.2], [0.7, -1.8, -0.5], [0.7, 0.1, -0.2], [-0.9, -0.1, -0.4]]
}


No. 2
{
  "formula": "C5H8ClF2NO5S",
  "method": "ωB97M-V with the def2-TZVPD basis set",
  "homo_energy_ev": -10.000,
  "energy_ha": -1684.33156,
  "smiles": "O=S(=O)(F)N(Cl)CCF.O=C1OCCO1",
  "elements": ["O", "S", "O", "F", "N", "Cl", "C", "C", "F", "H", "H", "H", "H", "C", "C", "O", "C", "O", "O", "H", "H", "H", "H"],
  "xyz": [[4.428426, 0.101695, 2.365000], [4.139194, 1.175224, 1.480979], [3.760721, 2.450151, 1.961474], [5.380772, 1.365567, 0.571693], [3.033506, 0.741527, 0.302667], [3.679625, -0.246741, -0.950232], [1.794178, 0.187623, 0.886684], [0.666465, 1.242535, 0.954384], [1.037674, 2.427892, 0.352641], [1.993234, -0.216012, 1.882162], [1.478103, -0.643193, 0.265703], [0.413144, 1.458794, 1.994110], [-0.218847, 0.863611, 0.442593], [-3.869202, -1.788002, -1.237861], [-3.707857, -0.301202, -1.509041], [-2.399958, -0.042843, -0.983336], [-1.703233, -1.199955, -0.968525], [-0.538054, -1.279935, -0.742687], [-2.510596, -2.244031, -1.242467], [-4.426952, -2.322923, -2.000521], [-4.297533, -1.987225, -0.254781], [-3.703564, -0.069931, -2.574793], [-4.429246, 0.327374, -0.995847]],
  "atomic_forces_ev_per_a": [[0.1, 0.1, -0.1], [-0.1, -0.2, -0.1], [-0.1, -0.1, 0.1], [0.0, 0.1, 0.0], [0.2, 0.0, -0.1], [0.0, -0.1, 0.1], [-0.2, 0.2, 0.1], [-0.1, 0.0, 0.1], [0.0, 0.0, 0.0], [0.0, 0.0, 0.0], [0.0, 0.1, -0.1], [0.1, 0.1, 0.0], [0.1, 0.0, 0.0], [0.0, 0.0, 0.0], [0.0, 0.0, 0.0], [0.0, 0.0, 0.0], [0.0, 0.0, 0.0], [0.0, -0.1, 0.0], [0.0, 0.0, 0.0], [0.0, 0.0, 0.0], [0.0, 0.0, 0.0], [0.0, 0.0, 0.0], [0.0, 0.0, 0.0]]
}


No. 3
{
  "formula": "C5H8ClFO",
  "method": "ωB97M-V with the def2-TZVPD basis set",
  "homo_energy_ev": -9.764,
  "energy_ha": -830.58471,
  "smiles": "C[C@H](F)[C@@H](O)/C=C\\Cl",
  "elements": ["C", "C", "C", "C", "C", "H", "H", "H", "H", "H", "H", "H", "H", "O", "F", "Cl"],
  "xyz": [[-2.109064, -0.697741, 0.233501], [-0.829714, -0.291797, -0.479297], [0.043207, 0.638690, 0.395154], [1.230399, 1.025102, -0.415584], [2.405857, 0.448751, -0.542912], [-2.663157, -1.477507, -0.339596], [-1.846619, -1.046268, 1.205866], [-2.767474, 0.145351, 0.309404], [-1.016683, 0.134438, -1.476060], [-0.566084, 1.533628, 0.642879], [0.822787, -0.663446, 1.493851], [1.069274, 1.860762, -1.059131], [3.117184, 0.728079, -1.288155], [0.255807, 0.091152, 1.651654], [-0.106879, -1.446980, -0.686272], [2.961161, -0.982207, 0.354699]],
  "atomic_forces_ev_per_a": [[-0.2, -0.3, -1.4], [-0.8, 0.2, 0.3], [-1.5, 0.9, -0.2], [0.3, -0.2, 0.3], [0.1, -1.0, 0.4], [0.6, 0.5, 0.4], [0.0, -0.4, 0.7], [-0.4, 0.6, 0.2], [0.0, 0.1, 0.3], [0.3, -0.2, -0.6], [0.4, -0.5, 0.4], [-0.1, 0.5, -0.5], [0.4, 0.3, -0.1], [0.5, -0.4, 0.3], [0.6, -0.6, -0.2], [-0.3, 0.7, -0.3]]
}


No. 4
{
  "formula": "C5H8ClN",
  "method": "ωB97M-V with the def2-TZVPD basis set",
  "homo_energy_ev": -11.113,
  "energy_ha": -710.21859,
  "smiles": "CC[C@](C)(Cl)C#N",
  "elements": ["C", "C", "C", "C", "C", "N", "Cl", "H", "H", "H", "H", "H", "H", "H", "H"],
  "xyz": [[-0.157686, 1.032248, 1.335363], [0.354641, 1.090302, -1.752564], [-0.219415, -1.437507, 1.373132], [0.273806, -0.135442, -0.930028], [-0.548489, -0.177461, 0.539544], [0.258277, 1.975174, 1.843394], [-2.343099, -0.018125, 0.340026], [1.274336, 1.608014, -1.353426], [-0.572921, 1.721838, -1.592135], [0.728057, 0.884933, -2.765651], [0.688536, -1.205595, 2.010223], [-1.036790, -1.561565, 2.120788], [0.233315, -2.251123, 0.778216], [1.290597, -0.456729, -0.649379], [-0.223165, -1.068963, -1.297503]],
  "atomic_forces_ev_per_a": [[0.1, -0.5, -0.8], [0.7, 1.6, 0.9], [1.6, 1.1, 1.0], [-1.2, -3.3, 2.9], [1.4, 1.5, -0.6], [-0.1, -0.1, 0.1], [0.4, -0.2, -0.4], [-1.3, 0.2, -0.1], [1.2, -0.5, -0.9], [-1.1, 0.0, 0.0], [-0.9, 0.2, -0.5], [0.6, -0.8, -1.0], [-1.4, -0.1, 0.1], [-0.3, 0.0, 0.0], [0.4, 1.0, -0.7]]
}


No. 5
{
  "formula": "C5H8ClN3O",
  "method": "ωB97M-V with the def2-TZVPD basis set",
  "homo_energy_ev": [-9.205, -9.202],
  "energy_ha": -894.75686,
  "elements": ["C", "C", "C", "C", "C", "N", "N", "N", "O", "Cl", "H", "H", "H", "H", "H", "H", "H", "H"],
  "xyz": [[-1.433732, 1.198862, 1.197112], [-1.697671, -0.067849, 1.513151], [-1.275385, 1.728080, -0.163733], [-2.317718, -0.987981, -0.605268], [-2.658592, -1.658221, -1.836593], [-1.531222, 1.267906, -1.271649], [-2.249229, -1.090331, 0.664363], [7.054803, 0.755157, 0.206826], [-2.639205, -2.103984, 1.243209], [-0.415957, 3.314721, -0.247328], [-1.125472, 1.830225, 1.943282], [-1.704062, -0.359482, 2.604399], [-2.550034, -2.677989, -1.535881], [-1.965453, -1.444221, -2.536245], [-3.716048, -1.296070, -2.141985], [6.490568, 1.115784, 1.011973], [7.312282, -0.159437, 0.502881], [6.422123, 0.634829, -0.548510]],
  "atomic_forces_ev_per_a": [[0.2, -1.7, -1.8], [-0.6, 1.0, 1.5], [0.3, 0.5, 0.3], [1.6, 4.4, -0.6], [-3.7, 0.5, 2.5], [-1.4, -3.6, 0.0], [1.1, 2.0, -1.6], [-0.4, 1.1, 1.7], [-1.1, -2.9, 1.6], [-0.2, 0.0, 0.4], [0.6, 1.4, 1.8], [-0.1, -0.1, -1.6], [-0.6, -1.2, -0.3], [2.2, 0.8, -2.5], [1.7, -1.1, 0.3], [0.6, -0.2, -1.1], [0.4, -0.9, 0.1], [-0.7, 0.0, -0.8]]
}


No. 6
{
  "formula": "C5H8ClNO",
  "method": "ωB97M-V with the def2-TZVPD basis set",
  "homo_energy_ev": [-9.069, -9.094],
  "energy_ha": -785.32439,
  "elements": ["C", "C", "C", "C", "C", "N", "O", "Cl", "H", "H", "H", "H", "H", "H", "H", "H"],
  "xyz": [[1.580126, -0.473095, -1.498777], [-0.755377, 1.180012, -0.144316], [0.100450, -2.409672, 0.233517], [0.715293, 1.327980, 0.097593], [1.554656, 0.119814, -0.325746], [1.698823, -1.008974, -2.516750], [1.156295, 2.462347, -0.618163], [2.935497, -0.194972, 0.596353], [-0.982262, 1.038478, -1.176430], [-1.335334, 2.147360, 0.223173], [-1.150923, 0.180826, 0.196908], [-0.512190, -1.963322, -0.473365], [0.150917, -2.176084, 1.338865], [0.790059, -3.207836, -0.094517], [1.104209, 1.710413, 1.103475], [1.159995, 2.138968, -1.598934]],
  "atomic_forces_ev_per_a": [[-0.2, -1.4, -3.4], [-1.9, 0.1, 1.7], [2.1, -1.2, 2.5], [1.2, 0.8, 0.9], [-0.4, 2.0, 3.9], [-0.1, -0.2, -0.6], [0.5, -0.6, -3.9], [0.7, -0.1, 0.7], [0.3, 0.5, -1.2], [1.1, -2.4, -0.6], [0.2, 1.3, 0.7], [-1.2, 0.8, -0.8], [-0.5, -0.1, -1.7], [-0.5, 0.6, 0.1], [-1.3, -1.5, -0.6], [0.0, 1.4, 2.3]]
}


No. 7
{
  "formula": "C5H8ClNO2",
  "method": "ωB97M-V with the def2-TZVPD basis set",
  "homo_energy_ev": [-8.661, -8.672],
  "energy_ha": -860.59509,
  "elements": ["C", "C", "C", "C", "C", "N", "O", "O", "Cl", "H", "H", "H", "H", "H", "H", "H", "H"],
  "xyz": [[0.399677, -0.245807, 2.544123], [-0.265645, 0.200235, 1.470723], [0.042096, -1.398237, -1.891858], [-0.681516, -0.129514, -1.479959], [0.153049, 1.172677, 0.460662], [0.156573, 0.858793, -0.911964], [-0.254247, -2.015982, -2.894894], [1.022882, -1.841481, -1.121648], [1.619951, 2.035613, 0.916559], [-0.177496, -0.934783, 3.197884], [1.276271, 0.085637, 2.910524], [-1.138745, -0.282762, 1.094248], [-1.529221, -0.424951, -0.875847], [-1.248105, 0.234729, -2.479560], [-1.251566, 2.401621, 1.011758], [1.477069, -1.260432, -0.376372], [0.398974, 1.544644, -1.574380]],
  "atomic_forces_ev_per_a": [[-4.3, -1.3, -0.7], [0.9, -0.7, -0.8], [-0.3, -0.2, -1.3], [-2.0, -0.1, -2.9], [-1.0, 2.4, 0.2], [-0.3, -0.4, 2.1], [0.1, 0.6, 1.2], [2.3, 0.6, 2.4], [-0.1, 0.1, -0.3], [0.7, 0.3, -0.6], [2.8, 1.3, 0.9], [-0.8, -0.4, 0.6], [-0.1, 0.0, 0.5], [1.6, -0.6, 2.2], [2.0, -1.7, -1.0], [-2.1, -1.2, -2.4], [0.6, 1.2, -0.2]]
}


No. 8
{
  "formula": "C5H8ClOP",
  "method": "ωB97M-V with the def2-TZVPD basis set",
  "homo_energy_ev": [-9.394, -8.872],
  "energy_ha": -1071.98830,
  "elements": ["C", "C", "C", "C", "C", "O", "P", "Cl", "H", "H", "H", "H", "H", "H", "H", "H"],
  "xyz": [[-0.484276, -0.350024, 1.092162], [-1.809409, -0.334528, 1.019727], [0.019746, -0.930587, -1.358535], [0.557836, -0.380923, -0.049822], [0.986090, 1.091819, 0.014273], [-4.164454, -1.415121, 0.412530], [-3.036729, -0.738845, -0.270832], [-3.770673, 1.233898, -0.507531], [0.124885, -0.202128, 1.945368], [-2.435448, -0.306143, 1.912424], [-0.299294, -0.219453, -2.086859], [-0.036226, -2.011920, -1.779498], [1.304519, -1.137784, 0.371199], [1.620457, 1.193778, 0.813823], [0.170277, 1.795014, 0.015751], [1.714899, 1.420871, -0.793405]],
  "atomic_forces_ev_per_a": [[-0.5, -0.4, -1.8], [0.2, -0.8, 0.8], [-0.2, -1.0, -0.2], [-1.0, -2.1, 0.0], [1.3, -0.2, -3.5], [0.1, -0.9, -0.4], [0.1, 1.6, 0.7], [0.4, -0.3, -0.5], [-0.4, 0.2, 1.5], [0.4, 0.3, 0.1], [-0.2, 0.5, -0.4], [0.4, 1.9, 1.5], [-0.4, 1.3, -0.8], [1.0, 0.5, 2.6], [-0.3, 0.0, 0.1], [-1.1, -0.7, 0.3]]
}


| no. | molecular weight (g mol⁻¹) |
| --- | --- |
| 1 | 183.04 |
| 2 | 267.64 |
| 3 | 138.57 |
| 4 | 117.58 |
| 5 | 161.59 |
| 6 | 133.58 |
| 7 | 149.58 |
| 8 | 150.55 |